No. 1
{
  "formula": "C54H65BMnN11O2",
  "method": "ωB97M-V with the def2-TZVPD basis set",
  "total_energy_ha": -4025.4657,
  "orbital_gap_ha": [0.279, 0.276],
  "molar_mass_g_mol": 965.94,
  "s2": 8.75,
  "homo_energy_ev": [-10.780, -10.786],
  "lumo_energy_ev": [-3.19, -3.27],
  "total_charge": 1,
  "spin_multiplicity": 6,
  "elements": ["N", "H", "C", "H", "H", "H", "C", "H", "H", "H", "C", "N", "H", "C", "C", "H", "C", "H", "C", "C", "N", "H", "C", "H", "H", "C", "C", "H", "N", "C", "N", "H", "C", "C", "H", "H", "N", "H", "H", "C", "H", "C", "C", "C", "H", "H", "H", "C", "C", "C", "Mn", "C", "C", "H", "H", "H", "C", "C", "H", "H", "C", "C", "N", "C", "B", "C", "C", "H", "C", "H", "C", "C", "H", "H", "O", "C", "C", "C", "C", "H", "H", "H", "C", "N", "H", "H", "N", "H", "H", "C", "C", "C", "C", "H", "C", "H", "H", "H", "N", "H", "C", "H", "H", "H", "H", "C", "C", "C", "H", "H", "H", "C", "H", "C", "H", "H", "H", "H", "H", "C", "H", "O", "H", "C", "H", "C", "H", "H", "H", "H", "H", "C", "N", "C"],
  "xyz": [[0.00, 2.25, 2.57], [6.25, -2.38, -2.10], [0.34, 0.19, 3.14], [-6.78, -0.04, -0.36], [4.75, -1.29, -3.73], [2.59, -4.97, 0.53], [5.03, 1.01, 0.84], [-2.99, -2.35, -4.61], [0.30, 0.55, 5.33], [6.28, 0.47, 2.38], [0.29, -2.29, -0.92], [1.19, -1.40, -0.86], [-2.72, -2.28, 2.43], [-3.06, -1.35, 2.90], [1.73, -1.98, -4.48], [-5.66, -0.50, -2.51], [-3.56, -0.20, 0.73], [-0.65, 2.92, -3.25], [2.46, 3.46, -0.77], [-0.31, 6.15, 4.16], [-1.82, 5.02, 2.94], [-0.34, -1.82, 3.32], [-3.09, -0.84, -3.07], [-2.02, -0.64, -3.01], [4.29, 3.13, -1.83], [1.00, 0.09, -3.30], [3.38, -2.40, -0.28], [-5.43, 0.17, 1.70], [0.19, 1.00, 2.10], [-2.71, -5.87, -0.93], [1.01, 3.81, 0.80], [2.88, -0.21, -4.22], [4.71, -2.62, -0.63], [-3.69, -0.58, -1.68], [5.06, 1.83, 0.12], [4.19, -4.65, 1.21], [1.59, 2.85, 0.03], [-2.56, 7.25, 5.31], [-0.63, -7.41, -2.04], [2.55, -1.74, -1.21], [4.15, 1.53, 2.86], [-3.71, 0.10, -4.12], [-2.94, -0.49, -0.49], [-1.16, -1.94, -0.59], [1.11, 5.93, 0.90], [1.24, 0.85, -2.56], [3.50, -1.06, 2.14], [3.28, 2.72, -1.78], [-2.45, 3.93, 0.29], [-4.94, -0.04, 0.75], [0.47, 0.74, -0.02], [3.65, -2.14, 2.21], [-3.19, -3.58, -0.26], [5.31, 0.10, 0.29], [3.33, 1.66, -1.54], [1.85, -2.68, 1.20], [3.13, -4.39, 1.27], [-0.39, -6.37, -1.84], [-4.13, -1.45, 3.10], [-2.68, -3.00, -3.01], [0.23, 0.92, 4.32], [-3.27, -2.28, -3.56], [-1.51, -0.72, -0.52], [-1.68, 5.92, 3.89], [-0.26, 3.48, 1.65], [0.85, -5.88, -2.15], [-1.54, 2.40, -2.90], [0.70, 0.61, -4.21], [4.37, -1.59, -2.75], [2.57, -2.59, -4.81], [-5.70, -0.16, -0.40], [2.20, -0.81, -3.62], [3.29, -2.47, 3.19], [-4.10, 1.17, 3.19], [2.73, 0.46, 0.47], [3.58, 0.87, 1.24], [3.03, -1.35, -2.46], [-3.08, 1.16, 2.80], [-1.81, 2.80, -1.49], [-2.56, -1.25, 3.87], [-3.05, -6.89, -1.08], [-1.73, -0.12, 1.78], [5.21, -2.21, -1.85], [-1.39, 3.15, 0.61], [1.42, 5.14, 3.19], [6.60, 1.96, 1.79], [-0.56, 4.65, 2.57], [0.65, -1.50, 1.89], [-2.96, 2.04, 2.16], [-2.87, 6.56, 4.52], [-1.01, -4.20, -1.04], [-2.78, -0.13, 2.03], [0.53, -1.27, 2.95], [-3.53, 5.81, 4.96], [-3.57, -4.93, -0.43], [-3.04, 0.20, -4.98], [0.15, -0.49, -2.95], [1.19, -1.63, -5.36], [5.86, 1.31, 2.00], [2.77, -4.69, 2.26], [1.48, 5.03, 0.44], [2.84, 2.83, -2.77], [-3.91, 1.09, -3.71], [-4.65, -0.31, -4.48], [-2.87, 4.58, 1.03], [-5.07, -0.42, -1.60], [0.29, -3.70, -1.32], [1.22, -4.53, -1.90], [3.01, 5.61, -1.04], [1.58, -6.54, -2.60], [-2.40, 1.26, 3.65], [-1.90, -3.21, -0.57], [-3.92, -2.86, 0.10], [-2.76, 3.73, -1.03], [5.35, -3.13, 0.07], [1.05, -2.63, -3.91], [-0.16, 3.11, 4.50], [-3.55, 4.20, -1.60], [2.21, -4.19, -2.16], [-1.38, -5.52, -1.27], [0.11, 6.83, 4.89], [3.30, 1.23, 2.48], [-1.37, 1.33, -3.00], [2.92, -2.88, 1.09], [-3.45, 7.12, 3.79], [0.36, 5.32, 3.31], [-4.58, -5.21, -0.19], [-2.37, 2.69, -3.54], [1.40, -1.63, 3.49], [4.72, -2.34, 2.17], [-4.32, -2.58, -3.47], [0.01, 2.22, 3.92], [-1.00, 2.44, -0.50], [2.42, 4.85, -0.55]]
}

---

No. 2
{
  "formula": "C44H61BrN6O2Sr",
  "method": "ωB97M-V with the def2-TZVPD basis set",
  "total_energy_ha": -4797.1783,
  "orbital_gap_ha": 0.253,
  "molar_mass_g_mol": 873.54,
  "homo_energy_ev": -6.769,
  "lumo_energy_ev": 0.13,
  "spin_multiplicity": 1,
  "elements": ["C", "O", "C", "C", "C", "C", "C", "C", "H", "C", "C", "C", "C", "C", "H", "C", "H", "N", "C", "C", "C", "C", "C", "H", "C", "H", "H", "C", "H", "H", "O", "H", "C", "H", "N", "C", "C", "H", "H", "H", "H", "H", "H", "N", "H", "H", "H", "Br", "C", "C", "C", "H", "Sr", "H", "C", "C", "H", "C", "H", "H", "C", "H", "C", "H", "H", "C", "H", "C", "H", "H", "H", "N", "C", "C", "H", "H", "C", "H", "H", "C", "H", "C", "H", "H", "H", "H", "N", "H", "C", "C", "C", "H", "H", "H", "H", "H", "H", "C", "H", "H", "H", "H", "H", "H", "H", "C", "N", "H", "H", "H", "H", "H", "H", "H", "C"],
  "xyz": [[-0.33, -4.48, 1.13], [-3.05, 0.30, 2.18], [2.08, -0.59, -1.84], [-2.30, 1.17, 2.65], [-2.56, -0.02, -4.35], [0.02, -3.35, -5.30], [-2.89, 2.74, -0.62], [1.05, -3.03, -3.13], [-3.53, 3.54, -1.00], [0.24, 3.44, -2.67], [2.81, -0.27, -3.03], [2.83, -0.49, -0.63], [2.26, 0.43, 3.40], [0.44, 4.22, 0.46], [-2.94, 0.08, 0.27], [-1.23, 3.40, -2.26], [-0.62, -5.05, 2.02], [0.97, 2.99, 1.04], [0.88, -1.19, 4.73], [-0.06, -2.19, 4.86], [-0.21, -2.38, 2.46], [-3.37, 1.42, -1.23], [4.17, -0.06, -0.65], [1.75, 1.41, 5.28], [-2.35, -2.99, 1.27], [-0.95, 0.46, -3.03], [-1.59, 3.96, 1.02], [0.78, -1.39, 2.34], [-2.91, -0.58, -1.24], [4.59, 0.43, -3.95], [-1.18, 1.52, 2.15], [-0.39, -2.51, 5.85], [3.67, 0.05, 3.87], [2.35, 2.50, 4.03], [-2.67, 0.25, -0.70], [-2.43, 3.65, 5.53], [-0.61, -2.77, 3.73], [1.27, -0.71, 5.62], [0.75, -4.53, 1.04], [-1.05, 3.21, 3.93], [1.85, -5.75, -2.56], [3.62, -4.12, -3.21], [-1.70, 4.36, -2.51], [-1.47, 3.07, -0.85], [-3.09, -0.64, -3.63], [-1.72, 2.64, -2.86], [2.33, 0.74, 2.36], [-6.05, 1.83, 6.38], [1.49, -5.10, -1.76], [0.46, -1.74, -3.02], [4.81, 0.31, -1.81], [1.31, -4.76, -4.35], [-0.24, 0.88, -0.08], [-4.55, 0.79, 4.04], [1.73, 1.61, 4.21], [4.11, 0.18, -3.01], [1.96, 2.43, -2.15], [0.84, -3.79, -4.27], [0.69, 1.83, 3.94], [-1.37, -3.54, 3.83], [-3.64, 3.31, 6.12], [3.94, -4.08, -1.48], [-1.05, 4.13, 0.09], [-0.77, -4.97, 0.26], [-2.74, -0.46, -5.33], [3.39, -3.59, -2.29], [-2.75, -3.64, 2.05], [1.89, -3.64, -2.01], [3.12, -1.39, 1.33], [5.84, 0.65, -1.80], [-0.49, 0.58, -6.05], [1.14, -0.96, 1.04], [-1.06, 0.05, -4.04], [-0.82, -3.04, 1.24], [0.69, 1.07, -4.85], [1.67, -3.06, -1.11], [-2.76, 1.93, 3.87], [0.42, -5.22, -1.68], [2.31, -0.40, -3.98], [2.36, -0.98, 0.66], [1.05, 4.48, -0.40], [-4.40, 2.29, 5.58], [-0.82, 1.98, -5.04], [3.65, -0.28, 4.91], [-3.04, 2.69, 0.46], [0.85, 1.48, -2.82], [0.77, -0.94, -1.89], [-3.99, 3.84, 7.00], [-3.97, 1.59, 4.46], [-0.40, -1.32, -4.04], [1.31, -0.76, 3.48], [-0.13, -3.95, -6.19], [4.34, 0.91, 3.80], [-3.00, 0.97, -4.36], [-2.72, -1.98, 1.46], [0.28, 3.55, -3.76], [3.77, -2.57, -2.39], [-1.99, 2.96, 4.41], [-1.37, 5.11, -0.29], [0.72, 4.34, -2.27], [-4.45, 1.38, -1.04], [1.97, 3.09, 1.21], [-2.75, -3.35, 0.32], [-0.48, -2.50, 0.35], [-1.83, 4.45, 5.95], [-0.60, -2.12, -5.16], [0.96, 2.27, -2.19], [0.51, 5.07, 1.15], [-3.25, 1.43, -2.31], [4.09, -0.76, 3.28], [1.95, -5.45, -0.83], [-1.25, -1.77, -5.96], [0.53, 2.79, 1.94], [4.71, -0.04, 0.29], [-0.38, 0.98, -5.04]]
}

---

No. 3
{
  "formula": "C10H13N2O3",
  "method": "ωB97M-V with the def2-TZVPD basis set",
  "total_energy_ha": -724.0503,
  "smiles": "CC1(C)CCc2cn[nH]c2[C@]2(O)O[C@]12[O-]",
  "orbital_gap_ha": 0.248,
  "molar_mass_g_mol": 209.23,
  "homo_energy_ev": -3.313,
  "lumo_energy_ev": 3.43,
  "total_charge": -1,
  "spin_multiplicity": 1,
  "elements": ["C", "C", "C", "C", "C", "H", "C", "H", "N", "H", "H", "O", "H", "H", "O", "H", "C", "N", "H", "O", "H", "C", "C", "H", "H", "H", "C", "H"],
  "xyz": [[-0.12, 1.89, 0.18], [0.85, -1.48, 0.71], [1.51, 1.73, 0.38], [2.12, -0.83, 0.40], [2.41, 0.55, 0.18], [-1.44, -0.95, -1.46], [-2.38, 0.84, 0.26], [-3.18, -0.02, 0.46], [4.25, -0.58, -0.43], [3.75, -2.46, 0.20], [1.17, 3.28, -0.49], [2.10, 2.83, -0.22], [0.47, -2.01, -0.12], [4.19, 1.47, -0.64], [-0.46, 3.01, -0.35], [-1.16, -1.40, 1.09], [-0.78, -0.07, -1.40], [3.70, 0.61, -0.25], [0.19, -0.31, -1.59], [0.68, 1.98, 1.47], [-0.34, -0.27, 2.03], [3.32, -1.44, -0.01], [-0.45, -0.59, 1.06], [-2.83, 1.45, -0.51], [-1.15, 0.73, -2.07], [-2.39, 1.30, 1.20], [-0.89, 0.52, 0.07], [1.00, -2.17, 1.49]]
}